(1)
{"formula": "C4H11N2", "method": "ωB97M-V with the def2-TZVPD basis set", "relative_energy_kj_mol": 530.0, "charge": 1, "homo_lumo_gap_ev": 11.68, "lumo_energy_ev": -3.44, "symbols": ["C", "C", "C", "C", "N", "N", "H", "H", "H", "H", "H", "H", "H", "H", "H", "H", "H"], "xyz": [[1.18001, -1.09895, 0.70191], [-2.39185, -0.34853, -0.35754], [1.76309, 1.06875, -0.28407], [-1.82161, 0.60463, 0.45622], [0.37031, -0.85007, -0.43393], [0.77772, 0.23962, 0.36425], [0.62470, -1.52456, 1.57485], [2.27718, -1.28378, 0.49798], [-0.88074, -0.68092, -0.46378], [-2.86735, -1.14153, 0.06456], [-2.54263, -0.03390, -1.35946], [2.18337, 1.64499, 0.60209], [2.44450, 0.39546, -0.84743], [1.13713, 1.93283, -0.80705], [-1.68043, 0.44146, 1.56397], [-1.43799, 1.54670, 0.03545], [0.86458, -0.91221, -1.30802]], "forces_ev_per_angstrom": [[0.9, 0.1, 1.8], [1.8, 4.0, 0.9], [-1.1, 2.7, 1.0], [-0.5, -0.7, 0.4], [-2.1, -0.2, -1.7], [-0.2, 0.0, 0.7], [1.0, 0.1, -0.8], [-1.5, -0.4, 0.4], [1.5, -0.9, 0.3], [-1.1, -2.4, 0.8], [-0.4, -0.2, -0.9], [0.4, -0.9, -1.4], [0.1, 1.2, -0.1], [1.7, -2.1, 0.2], [-0.3, 0.3, -1.4], [-0.3, -0.5, 0.4], [0.1, -0.1, -0.6]]}

(2)
{"formula": "C4H11N2", "method": "ωB97M-V with the def2-TZVPD basis set", "relative_energy_kj_mol": 467.2, "charge": 1, "homo_lumo_gap_ev": 9.56, "lumo_energy_ev": -3.85, "symbols": ["C", "C", "C", "C", "N", "N", "H", "H", "H", "H", "H", "H", "H", "H", "H", "H", "H"], "xyz": [[-0.14662, -1.19840, 2.91731], [0.61784, -0.36312, 2.29575], [-1.64085, 0.41110, -0.70094], [0.30730, -0.65354, -1.82889], [0.73348, -0.43207, -3.02032], [-0.21204, 0.55052, -1.17179], [-0.71490, -0.87194, 3.83213], [-0.38630, -2.22026, 2.65322], [0.98580, 0.56397, 2.62302], [-2.14669, 1.34049, -0.38333], [-2.27690, 0.08972, -1.54608], [-1.82223, -0.37304, 0.02241], [0.98255, -0.58874, 1.19112], [0.66178, 0.50243, -3.40927], [1.19341, -1.05026, -3.61666], [-0.02325, 1.30952, -1.87517], [0.40272, 0.77618, -0.30961]], "forces_ev_per_angstrom": [[-2.4, -0.6, 2.5], [1.6, -0.3, -4.4], [-2.0, 0.0, -1.3], [0.4, -2.7, 0.9], [-1.2, 2.9, 1.4], [1.2, 1.6, 0.3], [1.1, -0.4, -0.6], [0.0, 0.2, -0.6], [-0.1, 1.2, 0.7], [1.1, -0.1, 0.1], [0.7, 0.1, 0.0], [1.0, 0.0, 0.4], [-0.3, -0.1, 2.4], [0.2, 0.4, -0.6], [0.7, -1.8, -0.7], [-1.0, 0.3, 1.1], [-1.0, -0.7, -1.5]]}

(3)
{"formula": "C4H11N2", "method": "ωB97M-V with the def2-TZVPD basis set", "relative_energy_kj_mol": 598.3, "charge": 1, "homo_lumo_gap_ev": 7.37, "lumo_energy_ev": -7.96, "symbols": ["C", "C", "C", "C", "N", "N", "H", "H", "H", "H", "H", "H", "H", "H", "H", "H", "H"], "xyz": [[0.35934, -1.76638, -1.07446], [0.19563, -0.32434, -1.44542], [-0.37288, 0.41042, -0.27442], [0.52305, 1.30241, 0.36604], [0.09511, 2.06188, 1.55412], [-1.57184, -0.03172, 0.10974], [0.85664, -1.93536, -0.13359], [-0.71891, -2.03835, -0.90450], [0.77624, -2.42109, -1.88444], [1.14768, 0.15264, -1.70823], [-0.52429, -0.23228, -2.28281], [1.52939, 1.57651, -0.03223], [0.66532, 1.97892, 2.37510], [0.35748, -0.85368, 1.38764], [-0.89641, 2.23931, 1.73270], [-2.09612, 0.54115, 0.82777], [-0.32544, -0.66004, 1.38699]], "forces_ev_per_angstrom": [[-1.6, -1.6, -0.7], [0.6, 0.8, -0.8], [-3.7, -1.1, -1.5], [-1.9, 5.0, 4.9], [1.2, -3.2, -4.7], [1.2, 3.1, -0.9], [0.5, -0.1, 0.0], [1.1, -0.5, -0.1], [-0.3, 0.8, 0.8], [-0.2, -0.1, -0.3], [0.6, 0.0, 0.3], [-0.5, -0.9, 0.8], [0.8, 0.8, 0.2], [1.1, -0.9, 1.2], [0.3, -0.7, -0.1], [1.0, -0.7, -0.5], [-0.1, -0.7, 1.4]]}

| no. | molecular weight (g mol⁻¹) |
| --- | --- |
| 1 | 87.1 |
| 2 | 87.1 |
| 3 | 87.1 |